*A*
7
Properties=species:S:1:pos:R:3:nbo_charge:R:1 method="wB97M-V/def2-TZVPD" orbital_gap_ev=9.0
C -0.93333 -0.23091 0.43485 0.177
N -0.39081 0.94151 0.40695 -0.703
N -0.16597 -1.29095 0.01047 -0.192
N 0.98331 -0.92569 -0.33942 -0.411
P 1.22278 0.71512 0.01647 0.930
H -1.94736 -0.40304 0.75319 0.199
H 1.23137 1.19397 -1.28250 0.000



*B*
7
Properties=species:S:1:pos:R:3:nbo_charge:R:1 method="wB97M-V/def2-TZVPD" orbital_gap_ev=8.8
C 0.90038 -0.31922 -0.57764 0.160
N 0.01161 -1.15071 -0.11498 -0.681
N 0.79167 0.97561 -0.35402 -0.212
N -0.18272 1.24452 0.48583 -0.464
P -0.84806 -0.18254 1.03593 0.948
H 1.67666 -0.46870 -1.28757 0.201
H -2.34953 -0.09897 0.81245 0.048



So which one is most stable? That would be *A*, about 0.0222 hartree below the next structure.



*A*
5
Properties=species:S:1:pos:R:3:mulliken_spin:R:1 method="wB97M-V/def2-TZVPD" orbital_gap_ev="10.7 / 12.6" spin_multiplicity=3
N -1.44258 -0.68825 3.11477 0.003
N -0.50650 -0.70302 2.49368 0.004
N -0.46073 0.27345 -0.08660 0.992
O -1.67202 0.33153 -0.30943 0.918
H -0.16260 -0.54956 -0.48407 0.083



*B*
5
Properties=species:S:1:pos:R:3:mulliken_spin:R:1 method="wB97M-V/def2-TZVPD" orbital_gap_ev="9.8 / 12.1" spin_multiplicity=3
N 2.17093 0.62208 0.07926 0.016
N 1.14234 0.49993 -0.23469 0.013
N -0.87595 -0.40200 0.46841 0.927
O -1.20918 -1.33166 -0.24191 0.848
H -1.22815 0.61165 -0.07106 0.197



So which one is most stable? That would be *A*, about 0.0177 hartree below the next structure.



*A*
7
Properties=species:S:1:pos:R:3:nbo_charge:R:1 method="wB97M-V/def2-TZVPD" orbital_gap_ev="7.0 / 8.0"
C -1.77175 0.13533 0.85015 -0.577
N 1.83004 -0.35668 -0.70979 0.430
O 2.67182 0.48810 -0.65606 -0.327
O 1.58878 -1.15404 -1.57137 -0.338
Br -2.25006 1.89435 0.56733 0.152
I 0.17568 -0.33967 1.13290 0.464
H -2.24450 -0.66739 0.38683 0.195



*B*
7
Properties=species:S:1:pos:R:3:nbo_charge:R:1 method="wB97M-V/def2-TZVPD" orbital_gap_ev="8.0 / 6.6"
C -0.66624 0.24939 -0.05520 -0.268
N -0.91035 0.14359 -1.60234 0.497
O -2.03301 0.30926 -1.98133 -0.342
O 0.08414 -0.05200 -2.25653 -0.345
Br -2.14044 0.30345 0.91259 0.273
I 0.28606 3.24497 0.09797 -0.073
H 0.29557 0.15693 0.48424 0.258



So which one is most stable? That would be *B*, about 0.0211 hartree below the next structure.



*A*
22
Properties=species:S:1:pos:R:3:nbo_charge:R:1 method="wB97M-V/def2-TZVPD" orbital_gap_ev="7.6 / 7.6" charge=+1 smiles="C=[n+]1c(=O)o[nH]/c1=C/C(C)C"
C -0.39044 -1.30096 -0.02370 0.182
C 1.16513 -2.98180 -0.41449 0.885
C 1.99582 -0.86233 0.19373 0.111
C -1.08284 -0.16163 0.05453 -0.111
C -1.41507 2.28593 1.14331 -0.639
C 0.19734 1.89017 -1.03276 -0.649
C -0.40191 1.46099 0.28264 -0.166
N -0.98205 -2.53527 -0.25196 -0.281
N 0.93330 -1.50959 0.00317 -0.331
O 2.23722 -3.46533 -0.44503 -0.463
O -0.01423 -3.46048 -0.61448 -0.263
H 2.95150 -1.41656 0.33946 0.274
H 1.81827 0.10770 0.60771 0.226
H -2.12711 -0.09795 -0.10533 0.231
H -0.92415 3.10392 1.72169 0.251
H -1.58591 1.65699 2.07812 0.231
H -2.29267 2.51443 0.51495 0.231
H 0.92816 2.76759 -1.00239 0.251
H 0.86052 1.06768 -1.40951 0.197
H -0.53073 2.12943 -1.84591 0.242
H 0.43933 1.25284 1.06836 0.183
H -1.77948 -2.44577 -0.86214 0.410



*B*
22
Properties=species:S:1:pos:R:3:nbo_charge:R:1 method="wB97M-V/def2-TZVPD" orbital_gap_ev=8.7 charge=+1 smiles="CN[C@@H]1[C@@H]2C(=O)C(=O)[C@]12[NH2+]C"
C -2.38502 -0.30112 0.26457 0.493
C -1.53040 0.66426 -0.67539 0.507
C -1.33415 -0.22842 1.32810 -0.291
C -0.10018 -0.90860 0.72735 0.020
C -0.38294 0.59878 0.36045 -0.075
C 0.88788 -2.15311 -1.13799 -0.385
C 1.61484 1.98206 -0.35668 -0.377
N -0.31377 -1.79285 -0.37793 -0.636
N 0.58204 1.62258 0.67162 -0.516
O -3.48076 -0.75003 0.26739 -0.412
O -1.77967 1.28716 -1.64120 -0.423
H -1.71630 -0.07406 2.28147 0.272
H 0.80157 -0.95777 1.34279 0.211
H 1.24085 -1.21974 -1.44983 0.174
H 1.68155 -2.44772 -0.41439 0.183
H 0.59564 -2.87910 -1.82177 0.237
H 1.44978 2.96803 -0.65069 0.241
H 2.52884 1.85345 0.14881 0.222
H 1.38953 1.26489 -1.09926 0.234
H -1.12314 -2.34233 -0.40077 0.408
H 0.09770 2.50634 1.12209 0.458
H 1.27612 1.30730 1.51124 0.455



So which one is most stable? That would be *B*, about 0.0238 hartree below the next structure.



*A*
13
Properties=species:S:1:pos:R:3:nbo_charge:R:1 method="wB97M-V/def2-TZVPD" orbital_gap_ev="6.8 / 6.8"
C -0.36641 -0.42063 2.15974 -0.522
C -0.92082 0.68878 1.79230 0.550
C 0.04721 0.43679 -1.16306 0.199
C 0.25395 -0.45402 -1.97221 0.051
N 0.43898 -1.76790 -2.06294 -0.809
O -1.61815 1.81320 1.66393 -0.562
O -0.30098 1.58878 -0.61437 -0.691
S 0.99873 -1.38089 1.75080 -0.332
H -0.92588 -1.06784 2.78969 0.335
H 0.28217 -2.27228 -1.27747 0.385
H 1.17387 -2.09398 -2.55183 0.374
H -1.88057 1.80132 0.77222 0.520
H 0.44739 2.06156 -0.28418 0.503



*B*
13
Properties=species:S:1:pos:R:3:nbo_charge:R:1 method="wB97M-V/def2-TZVPD" orbital_gap_ev=8.4
C 0.57227 1.08479 0.36293 0.119
C -0.11319 -0.18602 0.27987 -0.017
C -2.20056 -0.33360 -0.37647 0.063
C 0.66447 -1.36659 0.12025 0.337
H 2.21987 0.39415 -0.46463 0.440
H 2.37813 2.12163 0.18761 0.403
H -0.09229 1.88807 0.88428 0.223
H -1.71557 -0.60744 -1.28540 0.190
H 0.03240 -2.32790 0.28561 0.136
N 1.73023 1.40787 -0.37167 -0.781
O -1.47211 -0.55894 0.77171 -0.471
O 1.84744 -1.56301 -0.25748 -0.589
S -3.85111 0.04698 -0.13661 -0.054



*C*
13
Properties=species:S:1:pos:R:3:nbo_charge:R:1 method="wB97M-V/def2-TZVPD" orbital_gap_ev=9.1 smiles="COC#CC(=O)NS"
C 0.30934 -0.05815 -0.07327 -0.257
C -0.87116 -0.00913 0.11550 0.416
C 1.70989 -0.00341 0.07099 0.578
C -2.95688 1.06433 0.43578 -0.248
N 2.76547 -0.83376 -0.23700 -0.735
O 2.14752 1.09834 0.44930 -0.598
O -2.14969 -0.10522 0.15169 -0.473
S 3.09596 -2.30002 -1.18379 0.188
H 1.83113 -2.33522 -1.31995 0.106
H -3.89245 0.76582 0.94648 0.203
H -3.23912 1.45462 -0.55898 0.198
H -2.42379 1.76236 1.08433 0.204
H 3.67377 -0.50055 0.11890 0.418



*D*
13
Properties=species:S:1:pos:R:3:nbo_charge:R:1 method="wB97M-V/def2-TZVPD" orbital_gap_ev=8.8 smiles=Nc1occ(S)c1O
C 1.45430 -0.07805 0.08753 0.298
C -0.12824 -1.57287 -0.00474 0.091
C -0.76388 -0.35018 0.07380 -0.299
C 0.27089 0.60334 0.11514 0.200
H 3.21286 0.18457 -0.93806 0.371
H 3.37924 0.13047 0.64870 0.373
H -0.51792 -2.55710 -0.21356 0.207
H -2.45304 1.02102 0.84184 0.141
H 0.91036 2.34640 -0.27228 0.503
N 2.75507 0.46441 -0.06559 -0.850
O 1.25295 -1.43262 0.03417 -0.413
O 0.09621 1.87609 -0.01998 -0.657
S -2.47555 0.02891 -0.08447 0.034



So which one is most stable? That would be *D*, about 0.0873 hartree below the next structure.



*A*
13
Properties=species:S:1:pos:R:3:nbo_charge:R:1 method="wB97M-V/def2-TZVPD" orbital_gap_ev=7.8 smiles="C/C(=N/O)C(=S)C=O"
C -0.06430 2.44066 0.79314 -0.644
C 0.43430 1.02900 0.14771 0.149
C -0.54862 -0.14548 0.05549 -0.260
C -0.07981 -1.54753 0.31403 0.338
H 0.71483 3.21679 0.43486 0.245
H -1.03210 2.67044 0.28642 0.239
H -0.09193 2.25658 1.96472 0.244
H 2.79820 -0.31508 -1.22580 0.487
H -0.77226 -2.29001 -0.30520 0.147
N 1.62248 0.93245 -0.42045 -0.085
O 1.92638 -0.33932 -0.90596 -0.554
O 0.83508 -2.15291 1.05849 -0.501
S -2.09469 -0.17424 -0.45590 0.196



*B*
13
Properties=species:S:1:pos:R:3:nbo_charge:R:1 method="wB97M-V/def2-TZVPD" orbital_gap_ev="6.9 / 6.5" smiles="CC(=S)/C=C(/O)N=O"
C 0.15792 -0.85175 0.63880 -0.226
C -1.10713 -0.73050 -0.04158 -0.097
C 1.13935 0.15055 0.69931 0.390
C -1.33352 0.02564 -1.24978 -0.672
N 0.79284 1.35624 0.09467 0.056
O 2.30230 0.04548 1.27231 -0.630
O 1.76583 2.13467 0.21599 -0.344
S -2.37389 -1.56575 0.64514 0.006
H 0.12778 -1.72524 1.31076 0.257
H -2.38998 0.47026 -1.41293 0.263
H -1.19167 -0.97009 -1.88196 0.258
H -0.52897 0.65432 -1.52699 0.240
H 2.63916 1.00617 1.23626 0.501



So which one is most stable? That would be *B*, about 0.0108 hartree below the next structure.